Record 1
An isolated molecule of C22H29N3S. Source: the OMol25 dataset; level of theory: wB97M-V/def2-TZVPD.

Summary:
HOMO energy (Eh): -0.294
SMILES: CC(C)c1ccc(NC(=S)NC2CCN(Cc3ccccc3)CC2)cc1

Positions of all 55 atoms, in Å:
C (0.28946, -7.11837, 4.00742)
H (0.78809, -7.19321, 3.04450)
H (0.23245, -8.11345, 4.44352)
H (0.89321, -6.48878, 4.65750)
C (-1.11345, -6.52854, 3.84767)
C (-1.04260, -5.11832, 3.31715)
C (-0.49650, -4.83705, 2.07133)
C (-0.42514, -3.54738, 1.58155)
C (-0.90360, -2.48667, 2.34300)
C (-1.46087, -2.76000, 3.59195)
C (-1.52617, -4.05386, 4.06719)
H (-1.96100, -4.23695, 5.03980)
H (-1.84507, -1.94823, 4.19650)
N (-0.89355, -1.14763, 1.94197)
C (-0.30646, -0.50350, 0.89678)
N (-0.51168, 0.83766, 0.89730)
H (-1.19535, 1.22334, 1.53376)
C (-0.07774, 1.71994, -0.16357)
C (0.21934, 3.10825, 0.39217)
C (0.65941, 4.02936, -0.74330)
N (-0.39157, 4.11185, -1.73827)
C (-0.63672, 2.81342, -2.33707)
C (-1.12829, 1.84104, -1.26969)
H (-1.30881, 0.86187, -1.71479)
H (-2.06251, 2.21408, -0.84428)
H (-1.40541, 2.92916, -3.10478)
H (0.26916, 2.39880, -2.81187)
C (-0.18978, 5.17665, -2.71322)
C (1.03842, 5.01248, -3.57620)
C (2.26341, 5.52871, -3.17052)
C (3.40335, 5.32232, -3.92710)
C (3.33426, 4.59458, -5.10258)
C (2.11796, 4.08321, -5.52109)
C (0.97938, 4.29155, -4.76301)
H (0.03189, 3.89560, -5.10030)
H (2.05538, 3.52011, -6.44090)
H (4.22393, 4.43080, -5.69258)
H (4.34792, 5.73095, -3.59831)
H (2.32378, 6.10439, -2.25746)
H (-0.12898, 6.11577, -2.15508)
H (-1.08435, 5.20904, -3.34194)
H (0.83810, 5.03254, -0.34829)
H (1.60516, 3.65088, -1.16936)
H (1.00234, 3.05459, 1.15016)
H (-0.68484, 3.51792, 0.84839)
H (0.83403, 1.28148, -0.58328)
S (0.61799, -1.21210, -0.27395)
H (-1.36333, -0.54339, 2.60740)
H (0.00416, -3.36616, 0.61194)
H (-0.11466, -5.63863, 1.45753)
C (-1.97162, -7.41077, 2.93849)
H (-1.52509, -7.49707, 1.95127)
H (-2.06508, -8.40870, 3.36156)
H (-2.96720, -6.98617, 2.82840)
H (-1.58517, -6.49742, 4.83660)

Atom charges from the Mulliken analysis, given in e for atoms 1 to 6:
1. C -1.451
2. H 0.291
3. H 0.434
4. H 0.357
5. C 0.224
6. C 0.732


Record 2
A structure of composition C4H2AgO2. Source: the OMol25 dataset; level of theory: wB97M-V/def2-TZVPD.

Summary:
Expectation value of S²: 0.754
HOMO energy (spin up / spin down) (Eh): -0.306 / -0.322
Spin multiplicity: 2

Positions of all 9 atoms, in Å:
O (-0.07327, -0.50930, -0.41751)
C (-0.16157, -0.30338, 0.77841)
H (0.29386, -1.01815, 1.50223)
C (-0.97925, 2.16077, 0.71345)
C (-0.57958, 1.02902, 1.36217)
C (-1.19155, 0.73506, 2.66597)
O (-1.67585, 1.53171, 3.43246)
Ag (-2.20498, 3.72861, 2.49749)
H (-0.91119, 2.05387, -0.38191)

Atom charges from the Mulliken analysis, given in e for atoms 1 to 6:
1. O -0.475
2. C -0.025
3. H 0.307
4. C -0.817
5. C 0.467
6. C 0.244


Record 3
A structure of composition C14H20N3S3SbV. Source: the OMol25 dataset; level of theory: wB97M-V/def2-TZVPD.

Summary:
Charge: +1
HOMO energy (Eh): -0.422

Positions of all 42 atoms, in Å:
V (-0.94183, -0.56183, 0.67078)
S (-3.74542, -2.69263, 3.24196)
Sb (-1.68012, -2.05420, 3.53584)
S (-0.51115, -2.54009, 1.14183)
S (-1.58930, 0.33851, 2.47683)
C (5.09783, 0.98610, -0.94503)
C (4.34172, 1.23664, 0.34598)
N (2.87725, 1.27089, 0.14943)
C (2.34524, 2.49941, -0.46635)
C (1.88645, 2.30868, -1.90629)
C (2.08886, 0.26079, 0.49589)
C (2.69452, -0.99152, 1.03344)
N (0.76960, 0.36621, 0.39737)
H (6.16879, 0.95325, -0.74609)
H (4.92232, 1.78052, -1.67144)
H (4.80490, 0.03665, -1.39670)
H (4.60897, 2.20068, 0.77861)
H (4.58052, 0.49136, 1.09776)
H (3.15515, 3.22425, -0.42640)
H (1.55988, 2.91513, 0.17137)
H (2.73319, 2.09618, -2.55674)
H (1.40614, 3.21765, -2.26800)
H (1.17631, 1.48763, -2.01021)
H (3.04552, -0.81517, 2.05236)
H (3.53990, -1.30617, 0.42528)
H (1.95658, -1.78335, 1.06428)
H (0.51770, 1.28224, 0.03881)
C (-1.49849, -0.09471, -1.20211)
C (-2.79849, -0.63613, -0.72304)
C (-3.72758, 0.20304, -0.07827)
C (-4.91261, -0.29996, 0.41200)
C (-5.17992, -1.65827, 0.27576)
C (-4.28506, -2.51355, -0.36012)
C (-3.10212, -2.00550, -0.84766)
C (-6.41138, -2.19638, 0.81323)
N (-7.38718, -2.62387, 1.24105)
H (-1.48763, 0.95844, -1.47061)
H (-0.96614, -0.71456, -1.91960)
H (-3.50847, 1.25780, 0.02732)
H (-5.62772, 0.34164, 0.90622)
H (-4.51928, -3.56390, -0.45761)
H (-2.39745, -2.66191, -1.34112)

Atom charges from the Mulliken analysis, given in e for atoms 1 to 6:
1. V 1.288
2. S -0.456
3. Sb 0.480
4. S -0.517
5. S -0.446
6. C -1.008


What did we get for energy relative to the best compared isomer or geometry (same formula, charge and spin)? Answer: 4.10 0.00 9.84 kcal per mole, in the order shown.